{
  "formula": "C23H27N3O4S",
  "method": "ωB97M-V/def2-TZVPD",
  "homo_lumo_gap_ev": 8.51,
  "molar_mass_g_mol": 441.6,
  "smiles": "COc1ccc(CNC(=O)CCn2ccc3cc(S(=O)(=O)N4CCCC4)ccc32)cc1",
  "spin_multiplicity": 1,
  "de_lowest_kj_mol": 169.9,
  "symbols": ["C", "H", "H", "H", "O", "C", "C", "C", "C", "C", "C", "H", "H", "C", "N", "C", "O", "C", "H", "H", "C", "N", "C", "C", "C", "C", "C", "C", "C", "C", "H", "H", "H", "S", "O", "O", "N", "C", "H", "H", "C", "H", "H", "C", "H", "H", "C", "H", "H", "H", "H", "H", "H", "H", "H", "H", "H", "H"],
  "xyz": [[3.12098, 0.34179, -3.86931], [4.08470, 0.31629, -4.37528], [3.11443, -0.38741, -3.05577], [2.32924, 0.10339, -4.58809], [2.98538, 1.66199, -3.38626], [1.88908, 1.98191, -2.66253], [0.82734, 1.12883, -2.38559], [-0.26474, 1.58807, -1.66504], [-0.32916, 2.89345, -1.20922], [0.74255, 3.74081, -1.48208], [1.83229, 3.29783, -2.19369], [2.66384, 3.95117, -2.40411], [0.71484, 4.76086, -1.12652], [-1.49198, 3.44471, -0.42210], [-2.65161, 2.58255, -0.38960], [-3.28905, 2.28450, 0.75603], [-2.95217, 2.71991, 1.83967], [-4.46973, 1.32901, 0.62694], [-4.66253, 1.05778, -0.41166], [-5.34775, 1.83227, 1.03435], [-4.19465, 0.06760, 1.46372], [-3.27412, -0.81290, 0.79840], [-1.91218, -0.70721, 0.76921], [-1.05220, 0.15520, 1.44633], [0.29506, 0.05556, 1.17642], [0.77217, -0.89428, 0.27438], [-0.05344, -1.76920, -0.38744], [-1.42333, -1.68112, -0.14532], [-2.55878, -2.36655, -0.65634], [-3.64895, -1.80330, -0.06897], [-4.68821, -2.04142, -0.19686], [-2.55279, -3.16729, -1.36781], [0.35813, -2.47398, -1.09213], [2.52721, -0.95471, -0.06181], [3.08412, 0.35164, 0.12155], [2.71096, -1.60828, -1.33016], [3.25119, -1.94841, 1.07156], [2.78801, -3.31779, 1.08759], [2.42111, -3.57625, 0.09648], [3.63963, -3.96201, 1.32688], [1.71902, -3.39602, 2.19307], [1.78539, -4.33963, 2.73162], [0.71980, -3.31770, 1.76553], [2.01496, -2.19098, 3.10410], [1.15318, -1.52647, 3.15373], [2.26391, -2.50119, 4.11740], [3.21170, -1.48294, 2.44007], [3.14203, -0.39716, 2.43800], [4.14931, -1.77356, 2.92388], [1.00342, 0.72971, 1.62914], [-1.42003, 0.89488, 2.13865], [-3.78164, 0.37297, 2.42873], [-5.12635, -0.47817, 1.63424], [-2.97119, 2.21160, -1.26988], [-1.19902, 3.59844, 0.62210], [-1.77461, 4.42200, -0.83667], [-1.06978, 0.89763, -1.45793], [0.84506, 0.10156, -2.71161]],
  "atomic_forces_ev_per_a": [[0.016, -0.259, -0.038], [-0.071, -0.035, -0.004], [-0.006, 0.116, -0.145], [0.014, 0.009, 0.015], [0.072, 0.281, 0.132], [-0.271, 0.121, 0.046], [0.333, -0.061, -0.266], [-0.104, 0.288, 0.051], [-0.149, -0.137, -0.061], [-0.014, -0.136, -0.040], [0.112, -0.112, -0.055], [0.107, 0.086, -0.033], [0.018, 0.147, 0.020], [0.126, 0.246, 0.203], [0.245, 0.099, -0.405], [-0.472, -0.174, -0.353], [0.026, 0.054, 0.440], [0.170, -0.045, 0.323], [-0.061, -0.031, 0.003], [0.024, 0.059, -0.040], [-0.310, 0.466, 0.003], [0.090, -0.144, 0.087], [0.511, -0.294, -0.219], [0.177, 0.033, 0.130], [-0.164, 0.139, 0.181], [0.758, -0.119, -0.225], [-0.099, -0.028, -0.046], [0.013, 0.355, 0.299], [-0.226, -0.033, -0.068], [0.043, -0.332, -0.277], [-0.183, -0.019, 0.005], [-0.078, -0.174, -0.135], [0.018, -0.101, -0.124], [0.375, -0.121, -0.094], [-0.191, 0.067, 0.339], [-0.291, -0.323, 0.208], [-0.206, 0.727, -0.914], [-0.247, -0.617, -0.113], [0.054, -0.214, 0.033], [-0.054, 0.034, -0.079], [0.006, -0.102, 0.006], [-0.053, -0.039, -0.014], [0.021, -0.048, 0.042], [0.032, 0.020, 0.098], [0.034, -0.037, 0.060], [-0.034, 0.041, 0.045], [-0.022, 0.341, 0.578], [0.105, 0.007, 0.196], [-0.052, 0.080, -0.048], [0.026, 0.164, 0.114], [-0.046, 0.137, 0.055], [-0.098, -0.085, -0.052], [0.147, 0.037, 0.034], [-0.120, -0.080, 0.151], [-0.088, 0.049, -0.167], [0.066, -0.090, 0.128], [-0.068, -0.093, 0.055], [0.041, -0.120, -0.065]]
}